10 unconnected molecules or ions with the total composition C16H50BBrNO11PS2 at a distorted geometry, computed with ωB97M-V/def2-TZVPD.

Each atom is followed by the atoms it is bonded to, with distances in Å.
CARTESIAN COORDINATES (ANGSTROEM)
1 C -3.16914 3.46576 -3.32506  C2 1.573, H16 1.123, H17 1.114, H18 1.112
2 C -3.06162 2.65706 -1.98054  C1 1.573, S3 1.859, H19 1.118, H20 1.116
3 S -1.35267 2.83380 -1.27143  C2 1.859, C4 1.864
4 C -1.06705 1.18098 -0.45947  S3 1.864, P5 1.955, H21 1.115, H22 1.118
5 P -0.22963 0.01532 -1.78688  C4 1.955, C6 1.877, N10 1.851, B13 1.923, H23 1.439
6 C -1.33396 -1.37712 -1.18374  P5 1.877, C7 1.568, H24 1.118, H25 1.126
7 C -1.00915 -2.79313 -1.77430  C6 1.568, O8 1.180, Br9 1.979
8 O -1.83929 -3.32179 -2.42494  C7 1.180
9 Br 0.69320 -3.74670 -1.44454  C7 1.979
10 N 0.45742 -0.98923 -3.18203  P5 1.851, C11 1.200
11 C 0.60260 -0.29520 -4.15022  N10 1.200, S12 1.617
12 S 0.43195 0.26313 -5.65855  C11 1.617
13 B 1.49389 0.32444 -0.99121  P5 1.923, C14 1.604, O15 1.425
14 C 1.92623 -0.14781 0.47994  B13 1.604, H26 1.122, H27 1.126, H28 1.120
15 O 2.43411 1.05398 -1.77432  B13 1.425, H29 0.981
16 H -2.37298 4.25730 -3.28924  C1 1.123
17 H -4.17025 3.94402 -3.42973  C1 1.114
18 H -2.93605 2.79772 -4.18295  C1 1.112
19 H -3.75625 3.07806 -1.21172  C2 1.118
20 H -3.31881 1.57864 -2.10842  C2 1.116
21 H -2.07667 0.79940 -0.17931  C4 1.115
22 H -0.40560 1.39865 0.41507  C4 1.118
23 H -0.70730 0.95009 -2.77054  P5 1.439
24 H -2.39700 -1.09635 -1.38362  C6 1.118
25 H -1.21786 -1.40289 -0.06413  C6 1.126
26 H 1.30099 -0.98800 0.88151  C14 1.122
27 H 1.73199 0.72876 1.15867  C14 1.126
28 H 3.00395 -0.44818 0.52698  C14 1.120
29 H 2.44639 1.94544 -1.36587  O15 0.981
30 C 1.65173 3.27198 2.67294  O31 1.423, H32 1.089, H33 1.093, H34 1.093
31 O 1.30080 3.80718 1.40213  C30 1.423, H35 0.966
32 H 2.73730 3.22771 2.74363  C30 1.089
33 H 1.26468 3.91460 3.46744  C30 1.093
34 H 1.24226 2.26385 2.78090  C30 1.093
35 H 0.33604 3.83758 1.36115  O31 0.966
36 C -3.99794 3.95434 -7.19494  O37 1.423, H38 1.089, H39 1.093, H40 1.093
37 O -4.21370 2.81365 -6.37283  C36 1.423, H41 0.963
38 H -3.81348 4.81447 -6.55358  C36 1.089
39 H -3.12951 3.79189 -7.83817  C36 1.093
40 H -4.88240 4.14520 -7.80811  C36 1.093
41 H -4.37432 2.06558 -6.95812  O37 0.963
42 C 1.72674 -3.99133 2.34531  O43 1.427, H44 1.089, H45 1.090, H46 1.090
43 O 0.58485 -3.16077 2.13951  C42 1.427, H47 0.963
44 H 2.61513 -3.36358 2.39532  C42 1.089
45 H 1.61630 -4.53743 3.28229  C42 1.090
46 H 1.82616 -4.69100 1.51510  C42 1.090
47 H -0.18316 -3.74086 2.09926  O43 0.963
48 C -1.42911 6.41565 2.07714  O49 1.426, H50 1.087, H51 1.093, H52 1.093
49 O -2.31117 5.29891 2.16028  C48 1.426, H53 0.964
50 H -0.89134 6.50755 3.01778  C48 1.087
51 H -0.71262 6.26385 1.26564  C48 1.093
52 H -2.00385 7.32819 1.90006  C48 1.093
53 H -2.77479 5.23845 1.31779  O49 0.964
54 C 5.42263 -4.52830 1.09602  O55 1.421, H56 1.089, H57 1.093, H58 1.093
55 O 4.22192 -5.22971 0.80277  C54 1.421, H59 0.965
56 H 5.31882 -4.05428 2.07119  C54 1.089
57 H 6.26468 -5.22447 1.12161  C54 1.093
58 H 5.60018 -3.76067 0.33872  C54 1.093
59 H 4.33847 -5.64028 -0.06284  O55 0.965
60 C 1.12954 -6.67824 5.29836  O61 1.423, H62 1.089, H63 1.093, H64 1.093
61 O 0.30690 -6.27842 4.20842  C60 1.423, H65 0.963
62 H 2.02361 -6.05713 5.30461  C60 1.089
63 H 0.59164 -6.54492 6.24027  C60 1.093
64 H 1.41939 -7.72548 5.18232  C60 1.093
65 H -0.47639 -6.83888 4.22093  O61 0.963
66 C 4.85181 -5.59860 -3.69933  O67 1.424, H68 1.088, H69 1.093, H70 1.092
67 O 4.68572 -5.35788 -2.30599  C66 1.424, H71 0.963
68 H 5.91574 -5.68260 -3.91203  C66 1.088
69 H 4.35399 -6.53008 -3.97886  C66 1.093
70 H 4.43433 -4.76783 -4.27256  C66 1.092
71 H 3.74075 -5.28655 -2.13759  O67 0.963
72 C -0.30952 8.28337 5.47338  O73 1.422, H74 1.088, H75 1.093, H76 1.094
73 O -0.65765 8.82861 4.20657  C72 1.422, H77 0.963
74 H 0.77559 8.23685 5.54476  C72 1.088
75 H -0.69614 8.92012 6.27299  C72 1.093
76 H -0.72086 7.27486 5.57178  C72 1.094
77 H -1.61960 8.86047 4.16523  O73 0.963
78 C -3.53844 -3.59356 0.54771  O79 1.423, H80 1.090, H81 1.093, H82 1.092
79 O -4.42340 -2.81861 1.34836  C78 1.423, H83 0.963
80 H -2.51659 -3.42398 0.88600  C78 1.090
81 H -3.78112 -4.65438 0.64764  C78 1.093
82 H -3.62502 -3.28735 -0.49700  C78 1.092
83 H -5.31696 -2.98387 1.02926  O79 0.963

- total charge = 0
- strongest force on any atom (eV Å⁻¹) = 3.218
- relative energy (zero: lowest compared OMol25 entry of this formula, charge and spin) (kJ/mol) = 0.00
- LUMO level (eV) = 0.22
- SMILES = CCSC[PH](CC(=O)Br)(N=C=S)B(C)O.CO.CO.CO.CO.CO.CO.CO.CO.CO
- highest occupied orbital energy (Eh) = -0.3046
- E (eV) = -143088.322
- orbital gap (eV) = 8.5044



3 unconnected molecules or ions with the total composition C37H62F2N2O7S2 at a distorted geometry, computed with ωB97M-V/def2-TZVPD.

Each atom is followed by the atoms it is bonded to, with distances in Å.
CARTESIAN COORDINATES (ANGSTROEM)
1 C -8.62601 -9.94693 -1.74227  C2 1.612, H37 1.144, H38 1.156, H39 1.149
2 C -7.69733 -9.65499 -3.02760  C1 1.612, C3 1.619, H40 1.151, H41 1.156
3 C -6.21343 -9.13164 -2.64439  C2 1.619, C4 1.621, H42 1.157, H43 1.145
4 C -5.32849 -10.31381 -1.97531  C3 1.621, C5 1.614, H44 1.151, H45 1.146
5 C -4.08918 -9.61364 -1.21497  C4 1.614, C6 1.618, H46 1.143, H47 1.145
6 C -3.30713 -8.72004 -2.31380  C5 1.618, C7 1.621, H48 1.156, H49 1.149
7 C -1.72097 -8.74057 -1.97937  C6 1.621, C8 1.630, H50 1.141, H51 1.155
8 C -0.90859 -8.02970 -3.20039  C7 1.630, C9 1.622, H52 1.146, H53 1.158
9 C -1.10911 -6.41992 -3.17793  C8 1.622, C10 1.609, H54 1.150, H55 1.144
10 C 0.00504 -5.68244 -2.28124  C9 1.609, C11 1.605, H56 1.157, H57 1.157
11 C -0.56328 -4.25068 -1.83120  C10 1.605, C12 1.607, H58 1.158, H59 1.150
12 C -1.12813 -3.34633 -3.03341  C11 1.607, C13 1.628, H60 1.157, H61 1.144
13 C -1.59271 -1.86359 -2.54717  C12 1.628, C14 1.606, H62 1.155, H63 1.158
14 C -2.47228 -1.89415 -1.20418  C13 1.606, C15 1.634, H64 1.154, H65 1.151
15 C -2.93109 -0.40257 -0.72004  C14 1.634, C16 1.595, H66 1.155, H67 1.139
16 C -1.98034 -0.01594 0.50060  C15 1.595, C17 1.579, C28 1.542
17 C -2.14396 -0.79095 1.86710  C16 1.579, C18 1.613, C21 1.564
18 C -3.24279 -1.95084 2.08784  C17 1.613, O19 1.457, H68 1.155, H69 1.143
19 O -4.25879 -1.59112 3.06764  C18 1.457, C20 1.464
20 C -5.06841 -0.49793 2.52669  O19 1.464, H70 1.154, H71 1.148, H72 1.147
21 C -1.20541 -0.48101 3.07962  C17 1.564, F22 1.430, C23 1.576
22 F -1.29997 -1.15993 4.33431  C21 1.430
23 C -0.10712 0.62905 2.86315  C21 1.576, C24 1.597, C27 1.539
24 C 0.88234 0.90949 4.08554  C23 1.597, C25 1.637, H73 1.142, H74 1.152
25 C 1.70390 -0.48498 4.32938  C24 1.637, N26 1.508, H75 1.140, H76 1.161
26 N 3.19646 -0.29325 4.23147  C25 1.508, H77 1.043, H78 1.043
27 C 0.03716 1.40094 1.53962  C23 1.539, C28 1.555, C35 1.589
28 C -0.90616 1.07903 0.34549  C16 1.542, C27 1.555, C29 1.586
29 C -0.48630 2.00348 -0.87342  C28 1.586, O30 1.257, N31 1.489
30 O -0.87217 1.97351 -2.06966  C29 1.257
31 N 0.53366 2.89783 -0.25884  C29 1.489, C32 1.481, C35 1.461
32 C 1.49735 3.42823 -1.25057  N31 1.481, C33 1.597, F34 1.467, H79 1.154
33 C 2.26868 4.75129 -0.79802  C32 1.597, H80 1.157, H81 1.154, H82 1.156
34 F 2.43375 2.33333 -1.52552  C32 1.467
35 C 1.02528 2.55501 1.07356  C27 1.589, N31 1.461, O36 1.251
36 O 1.95829 3.01621 1.76683  C35 1.251
37 H -8.03886 -10.54373 -0.96232  C1 1.144
38 H -9.49907 -10.62010 -2.09094  C1 1.156
39 H -9.01145 -8.99181 -1.23209  C1 1.149
40 H -7.56146 -10.58975 -3.68513  C2 1.151
41 H -8.19998 -8.79694 -3.61659  C2 1.156
42 H -5.72151 -8.79645 -3.63614  C3 1.157
43 H -6.26508 -8.26844 -1.89330  C3 1.145
44 H -5.94544 -10.96353 -1.25228  C4 1.151
45 H -4.94275 -10.95047 -2.84608  C4 1.146
46 H -4.51692 -8.88521 -0.44511  C5 1.143
47 H -3.36805 -10.38780 -0.77706  C5 1.145
48 H -3.44958 -9.12554 -3.38674  C6 1.156
49 H -3.73473 -7.65398 -2.27081  C6 1.149
50 H -1.34425 -9.79552 -1.76399  C7 1.141
51 H -1.53969 -8.10907 -1.02924  C7 1.155
52 H -1.31086 -8.46192 -4.18217  C8 1.146
53 H 0.22185 -8.27189 -3.14071  C8 1.158
54 H -2.16605 -6.23758 -2.76395  C9 1.150
55 H -1.05231 -6.03988 -4.25595  C9 1.144
56 H 0.95987 -5.50252 -2.91022  C10 1.157
57 H 0.24544 -6.29298 -1.32808  C10 1.157
58 H 0.23062 -3.60793 -1.28624  C11 1.158
59 H -1.41979 -4.42011 -1.08215  C11 1.150
60 H -0.26908 -3.23346 -3.79976  C12 1.157
61 H -2.00680 -3.83240 -3.58141  C12 1.144
62 H -0.65025 -1.20450 -2.44020  C13 1.155
63 H -2.25649 -1.37606 -3.36068  C13 1.158
64 H -3.38260 -2.59146 -1.33715  C14 1.154
65 H -1.85134 -2.34763 -0.34753  C14 1.151
66 H -3.99375 -0.54811 -0.29038  C15 1.155
67 H -2.89792 0.36872 -1.55699  C15 1.139
68 H -2.65700 -2.88083 2.44358  C18 1.155
69 H -3.79803 -2.22489 1.12685  C18 1.143
70 H -6.07256 -0.52074 3.09479  C20 1.154
71 H -5.30155 -0.65402 1.41350  C20 1.148
72 H -4.51436 0.49920 2.64296  C20 1.147
73 H 1.57561 1.80030 3.90938  C24 1.142
74 H 0.22706 1.03218 5.02485  C24 1.152
75 H 1.36200 -1.00088 5.28686  C25 1.140
76 H 1.42509 -1.20501 3.46298  C25 1.161
77 H 3.57911 -1.24996 4.39255  N26 1.043
78 H 3.35891 -0.14648 3.21216  N26 1.043
79 H 0.99567 3.67226 -2.26100  C32 1.154
80 H 2.55325 5.42904 -1.69123  C33 1.157
81 H 1.65514 5.42978 -0.09434  C33 1.154
82 H 3.27114 4.52877 -0.26708  C33 1.156
83 O 3.02352 7.12661 1.01805  S84 1.447
84 S 3.12261 7.09126 2.46118  O83 1.447, O85 1.446, C86 1.784, C89 1.789
85 O 1.97837 7.30869 3.31794  S84 1.446
86 C 3.91700 5.56660 2.93641  S84 1.784, C87 1.523, H90 1.090, H91 1.092
87 C 5.40351 5.89891 2.92715  C86 1.523, C88 1.530, H92 1.092, H93 1.095
88 C 5.52589 7.27508 3.58400  C87 1.530, C89 1.529, H94 1.095, H95 1.092
89 C 4.45376 8.17416 2.96730  S84 1.789, C88 1.529, H96 1.091, H97 1.092
90 H 3.64891 4.77382 2.23822  C86 1.090
91 H 3.57646 5.31258 3.94261  C86 1.092
92 H 5.98647 5.14323 3.45755  C87 1.092
93 H 5.77025 5.94793 1.89660  C87 1.095
94 H 5.35310 7.18127 4.66128  C88 1.095
95 H 6.52262 7.70074 3.44800  C88 1.092
96 H 4.07533 8.90067 3.68734  C89 1.091
97 H 4.82653 8.68915 2.07984  C89 1.092
98 O 8.41123 10.32585 -0.97499  S99 1.444
99 S 7.27385 10.30454 -0.08535  O98 1.444, O100 1.447, C101 1.784, C104 1.790
100 O 7.17064 9.36911 1.01380  S99 1.447
101 C 7.01134 11.95585 0.53720  S99 1.784, C102 1.523, H105 1.090, H106 1.092
102 C 6.08944 12.60234 -0.48836  C101 1.523, C103 1.530, H107 1.092, H108 1.095
103 C 5.04088 11.54185 -0.83099  C102 1.530, C104 1.530, H109 1.095, H110 1.092
104 C 5.78150 10.22452 -1.06963  S99 1.790, C103 1.530, H111 1.091, H112 1.091
105 H 7.96631 12.47029 0.64148  C101 1.090
106 H 6.52074 11.87187 1.50960  C101 1.092
107 H 5.63188 13.51365 -0.09792  C102 1.092
108 H 6.65554 12.86609 -1.38761  C102 1.095
109 H 4.34913 11.42852 0.01017  C103 1.095
110 H 4.44998 11.82527 -1.70472  C103 1.092
111 H 5.18668 9.36557 -0.75567  C104 1.091
112 H 6.07259 10.11291 -2.11547  C104 1.091

- total charge = 0
- strongest force on any atom (eV Å⁻¹) = 5.083
- relative energy (zero: lowest compared OMol25 entry of this formula, charge and spin) (kJ/mol) = 980.26
- LUMO level (eV) = -1.08
- SMILES = CCCCCCCCCCCCCCCc1c(COC)c(F)c(CCN)c2c1C(=O)N([C@@H](C)F)C2=O.O=S1(=O)CCCC1.O=S1(=O)CCCC1
- highest occupied orbital energy (Eh) = -0.3318
- E (eV) = -83783.997
- orbital gap (eV) = 7.9464